This record from the OMol25 dataset describes C31H53AsBN4P2S3Tl as an isolated structure in a non-equilibrium geometry. The level of theory is the ωB97M-V functional and the def2-TZVPD basis.

Each line ends with the Löwdin charge.
Positions of all 96 atoms, in Å:
Tl1 11.30537 13.50103 12.24192  0.14
C1 10.86039 14.74752 17.16247  -0.10
C2 12.31298 14.83180 16.59756  -0.67
C3 13.34132 14.69484 17.75950  -0.11
C4 12.46697 16.26856 15.98667  -0.12
P1 12.46892 13.63065 15.12796  1.11
C5 14.32340 13.80175 14.83010  -0.30
N1 14.58545 13.70507 13.39708  -0.04
B1 13.66467 13.67429 12.25215  -0.53
N2 14.57793 13.72958 11.10555  -0.02
C6 14.29801 13.75918 9.66149  -0.29
P2 12.44367 13.73687 9.38276  1.10
C7 12.23472 15.40798 8.45425  -0.66
C8 12.83057 16.51538 9.37629  -0.13
C9 10.70624 15.64637 8.30273  -0.10
C10 12.92182 15.57181 7.07361  -0.11
C11 12.30448 12.27332 8.18392  -0.66
C12 13.02069 12.40195 6.80849  -0.10
C13 10.76732 12.04494 7.98330  -0.11
C14 12.85089 11.02135 8.94715  -0.14
C15 15.91722 13.71418 11.51630  -0.15
C16 17.12670 13.78759 10.78610  -0.03
C17 18.31158 13.80081 11.52915  -0.14
C18 18.32586 13.78675 12.93590  -0.14
C19 17.14357 13.75856 13.68407  -0.03
C20 15.91903 13.71723 12.96690  -0.15
C21 12.33953 11.81812 15.71925  -0.66
C22 13.20660 10.94844 14.76689  -0.13
C23 10.82970 11.41676 15.55552  -0.10
C24 12.79126 11.54364 17.17687  -0.11
H1 10.73841 15.57670 17.88947  0.08
H2 10.66352 13.81747 17.71705  0.06
H3 10.10826 14.88128 16.37074  0.08
H4 13.27832 15.60563 18.37861  0.07
H5 14.38730 14.61322 17.41364  0.07
H6 13.10668 13.84332 18.41906  0.05
H7 12.09884 17.00325 16.71223  0.07
H8 11.86022 16.35616 15.07789  0.01
H9 13.50700 16.54953 15.76185  0.07
H10 14.87002 13.02347 15.39464  0.08
H11 14.67151 14.78712 15.18709  0.09
H12 14.77311 12.90791 9.16517  0.08
H13 14.72085 14.68457 9.23609  0.08
H14 12.59944 16.35267 10.44034  -0.02
H15 12.38757 17.47702 9.07032  0.08
H16 13.92045 16.62812 9.23920  0.07
H17 10.17181 15.48334 9.25511  0.07
H18 10.25427 15.00872 7.52502  0.06
H19 10.54162 16.69040 8.00545  0.08
H20 13.97745 15.24278 7.08147  0.07
H21 12.90393 16.64012 6.80517  0.08
H22 12.37152 15.03564 6.27846  0.06
H23 12.45196 13.05482 6.13292  0.06
H24 13.07962 11.40349 6.35408  0.07
H25 14.03960 12.77333 6.91809  0.06
H26 10.29046 12.87455 7.45671  0.05
H27 10.27291 11.89847 8.95632  0.02
H28 10.62578 11.11661 7.38408  0.08
H29 13.93307 11.01066 9.10001  0.07
H30 12.60176 10.12378 8.36167  0.07
H31 12.36081 10.94580 9.92161  -0.05
H32 17.15304 13.83566 9.69921  0.10
H33 19.27577 13.83209 11.01454  0.08
H34 19.28862 13.84866 13.44699  0.08
H35 17.16584 13.79965 14.77738  0.10
H36 12.93924 11.15213 13.72434  0.01
H37 13.03823 9.88179 14.99613  0.07
H38 14.27522 11.12213 14.91221  0.07
H39 10.51276 11.46686 14.51244  0.01
H40 10.17231 12.08096 16.14785  0.07
H41 10.70432 10.38576 15.91982  0.07
H42 13.82813 11.87705 17.35698  0.07
H43 12.73603 10.45811 17.36438  0.08
H44 12.12766 12.04730 17.89911  0.06
S1 8.69967 14.47198 13.01185  0.53
C25 8.66044 15.87790 12.08749  -0.85
C26 7.41633 16.26888 11.49590  -0.31
N3 6.37456 16.60351 11.05287  0.10
C27 9.80540 16.68880 11.82222  -0.80
S2 11.35264 16.37389 12.45494  0.59
C28 9.71607 17.84621 10.99826  -0.33
N4 9.70283 18.76695 10.25990  0.11
C29 11.58834 8.04952 10.40840  -0.35
As1 12.49061 8.82088 12.04707  0.98
C30 13.69811 7.22384 12.36968  -0.38
C31 11.03644 8.21594 13.31480  -0.35
S3 10.62568 11.20759 11.67529  -0.12
H45 11.21120 7.04093 10.61812  0.00
H46 12.30380 7.99965 9.57452  0.00
H47 10.76692 8.69102 10.13844  -0.02
H48 13.10410 6.29569 12.28569  -0.01
H49 14.12910 7.27002 13.37419  -0.01
H50 14.51679 7.18766 11.62680  0.00
H51 10.75194 7.18282 13.09192  0.00
H52 10.14967 8.85790 13.22378  -0.02
H53 11.39535 8.27981 14.35388  0.00

Computed properties:
Total charge: -2
Spin multiplicity: 1
ΔE to the lowest compared entry with this formula, charge and spin: 0.0 kJ/mol